Entry 1:
{"formula": "C5H10F3NO7PS3", "method": "ωB97M-V/def2-TZVPD", "multiplicity": 1, "charge": -1, "symbols": ["O", "H", "O", "S", "N", "O", "C", "O", "H", "F", "P", "C", "C", "C", "H", "H", "O", "O", "H", "F", "O", "H", "S", "H", "H", "F", "H", "C", "H", "S"], "coordinates": [[-2.73795, 0.82665, -0.88211], [2.59959, 0.50626, -0.93007], [-3.60622, 2.01803, 1.06060], [-0.41829, -2.45249, 0.15536], [2.56430, -0.49484, -0.80593], [-3.52592, 3.12336, -1.11436], [0.14296, -0.05993, -0.39171], [-1.24690, -3.30662, -0.61831], [1.47254, -0.98953, 0.95604], [-6.22673, 2.12966, -0.35285], [0.06954, 1.57922, 0.46344], [-5.29221, 1.26088, -0.75765], [3.82181, -1.04464, -0.29387], [4.14842, -0.76136, 1.18722], [-0.55383, 2.48588, -0.39342], [3.33489, -0.26971, 1.71203], [0.95791, -2.20106, -0.60655], [-0.91474, -0.95152, 0.05499], [-0.76690, 1.44923, 1.57414], [-5.46093, 1.07179, -2.07273], [-0.16234, -2.80116, 1.51364], [5.05157, -0.16658, 1.29323], [-3.60229, 1.87996, -0.38010], [-0.07286, 0.11721, -1.44665], [4.33290, -1.70186, 1.70902], [-5.53500, 0.09445, -0.14851], [4.60484, -0.60133, -0.90323], [1.40075, -0.88567, -0.13667], [3.79588, -2.11719, -0.46510], [1.82519, 2.26291, 1.02012]], "forces_ev_per_angstrom": [[0.1, 0.0, -0.1], [0.0, 0.1, 0.1], [0.0, -0.1, 0.1], [0.0, -0.5, -0.3], [0.0, -0.1, -0.3], [-0.1, 0.0, -0.1], [-0.8, -0.2, -0.2], [0.2, 0.3, -0.1], [0.4, 0.0, 0.0], [-0.1, 0.1, 0.0], [0.5, 0.6, 0.7], [0.1, 0.0, 0.0], [-0.2, 0.4, 0.3], [0.0, -0.5, 0.1], [-0.3, -0.3, -0.2], [0.0, 0.2, 0.0], [-0.1, -0.3, 0.2], [0.0, 0.2, 0.3], [-0.4, -0.3, -0.3], [0.0, 0.0, -0.1], [0.0, 0.2, 0.0], [0.0, 0.2, 0.0], [0.3, 0.4, 0.1], [0.4, 0.0, -0.1], [0.0, 0.0, 0.1], [0.0, -0.1, 0.1], [0.1, -0.2, -0.2], [-0.2, 0.3, 0.3], [0.1, -0.1, -0.1], [0.1, -0.1, -0.2]]}

Entry 2:
{"formula": "H2P2S4", "method": "ωB97M-V/def2-TZVPD", "e_above_lowest_kcal_mol": 28.7, "multiplicity": 1, "symbols": ["P", "H", "S", "H", "S", "S", "S", "P"], "coordinates": [[-2.00248, 0.07781, -1.39816], [0.95918, -1.98122, 0.81685], [1.73491, 2.56287, -0.53988], [0.51171, -0.84401, 1.99227], [-1.58872, 1.29906, 0.12183], [-0.22415, -0.03406, -2.28102], [-0.17498, -1.99168, 1.52201], [0.78453, 0.91123, -0.23390]], "forces_ev_per_angstrom": [[0.3, 0.1, 0.2], [0.0, -0.8, -0.6], [-0.6, -0.9, 0.1], [-1.4, -1.1, 0.1], [0.3, 0.1, 0.1], [0.2, 0.1, 0.1], [1.4, 1.7, 0.6], [-0.2, 0.8, -0.5]]}

Entry 3:
{"formula": "C56H66AuBrN7OS3Si", "method": "ωB97M-V/def2-TZVPD", "e_above_lowest_kcal_mol": 0.0, "multiplicity": 1, "charge": 1, "symbols": ["C", "C", "C", "C", "Br", "N", "H", "C", "C", "H", "H", "H", "H", "H", "H", "C", "H", "O", "H", "H", "C", "H", "C", "C", "H", "H", "Au", "H", "H", "H", "H", "C", "N", "H", "C", "H", "H", "C", "C", "C", "C", "C", "H", "H", "H", "H", "C", "H", "H", "H", "C", "C", "H", "H", "C", "H", "H", "H", "C", "C", "C", "C", "H", "C", "Si", "C", "C", "C", "C", "N", "H", "C", "H", "H", "C", "H", "C", "H", "N", "C", "C", "H", "C", "C", "C", "H", "S", "H", "H", "C", "H", "C", "N", "S", "C", "H", "H", "H", "H", "C", "H", "H", "S", "C", "H", "N", "H", "H", "H", "H", "C", "C", "C", "C", "C", "C", "H", "N", "H", "H", "C", "C", "H", "H", "C", "H", "H", "C", "H", "C", "H", "C", "H", "C", "H", "H"], "coordinates": [[4.57988, -2.60558, 1.55400], [4.42570, 0.65745, 1.17665], [3.87726, 0.35383, 2.41488], [-2.36306, -4.82426, 0.43662], [-2.29703, 1.68849, -0.06473], [1.98728, 0.71671, -0.12455], [5.64600, -0.20236, -2.05580], [-3.06937, 3.73922, -2.72858], [4.63843, -4.95760, -0.52024], [-2.03666, 4.94630, -0.47561], [4.18716, 0.39880, 4.52961], [-2.81737, 4.88749, 1.65138], [-2.12076, 3.28782, -2.43743], [7.71660, -2.01407, 2.62470], [0.64883, -0.71545, 3.75600], [-0.11941, -4.02694, 0.30922], [2.28372, -4.93741, -5.47484], [-1.07244, -1.17999, 1.57210], [5.35919, -6.92051, -0.96522], [-5.75489, 5.32187, -1.20477], [5.86600, 1.20592, 3.45803], [7.36732, 1.98567, 2.13868], [5.92521, -2.26295, 1.48714], [-5.14443, 4.92002, -2.01486], [-3.09064, -2.38795, 2.45510], [-2.64754, -6.57060, 1.64467], [0.44149, -0.17819, 0.82844], [5.92872, -6.36932, -3.30605], [-2.70802, 6.08468, -1.64111], [6.42390, 1.44112, 4.35484], [2.74629, 2.84822, -1.23819], [3.96217, -2.96558, 2.74134], [2.26754, -3.02529, 0.48227], [4.38320, -5.18734, 0.50720], [-3.29717, 4.08568, 2.20674], [-3.40908, -4.73498, 0.17730], [-7.22500, 2.25905, 0.38062], [5.50272, -5.61050, -2.66324], [-2.21109, -2.52710, 3.08474], [-5.52174, 1.59618, -0.83998], [0.89260, 2.38920, 2.02165], [4.14499, 1.25788, -1.56177], [2.09776, -6.45902, -3.53747], [-5.76068, 4.23147, -2.59443], [-4.40443, 1.57634, 2.49218], [-4.42885, -0.20020, -0.22700], [4.60929, 0.62404, 3.55903], [5.68065, 3.43956, -4.30608], [-1.77339, -3.06263, -0.65774], [4.55422, -2.35181, -2.70905], [1.33236, 3.64191, 1.73935], [5.78345, 1.56862, -3.26694], [-3.47204, 5.88747, -0.07158], [-5.51968, 2.14232, -2.96794], [5.24620, 2.82308, -3.53043], [-5.99015, 0.48331, -2.62422], [-2.31506, -0.24610, 4.56967], [4.26648, -3.26853, 4.83652], [0.43074, 4.72814, 1.57212], [-5.41290, 0.25274, -0.09964], [5.18239, -5.92423, -1.34679], [1.56137, -4.90328, -2.17189], [-7.10898, 3.08544, -1.17353], [5.23538, 0.77363, -2.27407], [-4.23384, 2.88701, -0.23187], [-0.59635, -5.95547, 1.62801], [4.74523, -3.34965, -2.34033], [5.28259, -4.33383, -3.15800], [4.72722, -2.99037, 3.89839], [0.56161, 1.28119, 2.24413], [-2.93184, 0.08508, 2.94105], [6.67024, -2.28550, 2.65145], [-0.22298, -1.85932, 4.77538], [0.51717, -2.42701, 3.26769], [-2.02857, -0.08446, 3.52823], [5.52774, -4.09796, -4.18475], [-5.09078, 2.42412, 2.45678], [2.90928, -3.20613, 2.75870], [-0.28519, 5.61871, 1.43729], [4.43544, -3.68174, -1.03257], [0.32736, -5.04019, 1.14482], [-5.61136, 0.33412, 0.96613], [2.02100, -4.54067, -4.50288], [-3.84843, 4.26297, -1.51129], [-0.00441, -1.58853, 3.74057], [1.37233, -5.10782, 1.41405], [3.39743, 0.34222, -0.24779], [-6.07593, 2.06160, 2.16552], [2.88500, -0.07216, 2.49026], [6.39983, 1.50818, 2.21431], [-3.56450, 4.48078, 3.19256], [-5.62660, 4.65771, 1.51018], [0.41603, -1.47746, -0.69702], [0.94804, -2.83909, -0.45808], [3.59689, 2.50704, -1.81076], [-2.53899, -2.66764, 4.11616], [6.65980, -2.66716, 4.75984], [6.37623, -1.97567, 0.54507], [-4.28830, 0.94706, -2.53102], [5.68263, 1.23143, 1.06070], [1.85089, -2.52059, -5.20830], [-0.27161, -6.74914, 2.28733], [3.66625, -2.50535, 0.04516], [1.32793, -3.54036, -2.04350], [-7.65773, 1.41374, -1.09999], [3.87208, 3.91612, 1.41581], [-5.17771, 2.82013, 3.47369], [-6.15632, -0.43331, -0.51978], [-5.86671, 4.94579, 2.53854], [-1.68453, -3.42571, 2.75906], [1.77953, -3.18224, -4.35546], [-2.96904, 5.34918, -0.87341], [1.43340, -2.66626, -3.11457], [-5.30665, 1.28608, -2.32882], [-1.29888, -1.30508, 2.97725], [-1.45556, -3.89518, -0.04320], [3.74473, 4.26746, -3.01344], [3.85343, -1.18199, -0.71365], [-2.55957, 3.29488, 2.35646], [6.08556, 1.50356, 0.09575], [-6.95324, 2.13162, -0.66736], [-4.56939, 3.54023, 1.54013], [-5.27107, 5.55235, 1.00019], [-1.41348, 0.81067, 3.47806], [2.73271, 3.81061, 1.55523], [-3.62664, 3.01155, -3.31430], [-2.84755, 4.58742, -3.38443], [4.15873, 3.29019, -2.80749], [1.45942, -5.56611, -1.32215], [1.91637, -5.39970, -3.41470], [-6.55791, 4.34332, 1.03453], [-1.93312, -5.85173, 1.26607], [1.22942, -1.61417, -2.96468], [6.07095, -2.65083, 3.85230], [6.63069, 1.20951, -3.83549], [-4.88567, 5.75559, -2.67298]], "forces_ev_per_angstrom": [[0.0, 0.0, 0.0], [0.0, 0.0, 0.0], [0.0, 0.0, 0.0], [0.0, 0.0, 0.0], [0.0, 0.0, 0.0], [0.0, 0.1, 0.0], [0.0, 0.0, 0.0], [0.0, 0.0, 0.0], [0.0, 0.0, 0.0], [0.0, 0.0, 0.0], [0.0, 0.0, 0.0], [0.0, 0.0, 0.0], [0.0, 0.0, 0.0], [0.0, 0.0, 0.0], [0.0, 0.0, 0.0], [0.0, 0.0, 0.0], [0.0, 0.0, 0.0], [0.1, 0.0, 0.1], [0.0, 0.0, 0.0], [0.0, 0.0, 0.0], [0.0, 0.0, 0.0], [0.0, 0.0, 0.0], [0.0, 0.0, 0.0], [0.0, 0.0, 0.0], [0.0, 0.0, 0.0], [0.0, 0.0, 0.0], [-0.1, 0.0, 0.0], [0.0, 0.0, 0.0], [0.0, 0.0, 0.0], [0.0, 0.0, 0.0], [0.0, 0.0, 0.0], [0.0, 0.0, 0.0], [0.0, 0.0, 0.1], [0.0, 0.0, 0.0], [0.0, 0.0, 0.0], [0.0, 0.0, 0.0], [0.0, 0.0, 0.0], [0.0, 0.0, 0.0], [0.0, 0.0, 0.0], [0.0, 0.0, 0.0], [-0.2, -0.1, -0.3], [0.0, 0.0, 0.0], [0.0, 0.0, 0.0], [0.0, 0.0, 0.0], [0.0, 0.0, 0.0], [0.0, 0.0, 0.0], [0.0, 0.0, 0.0], [0.0, 0.0, 0.0], [0.0, 0.0, 0.0], [0.0, 0.0, 0.0], [0.1, 0.0, 0.1], [0.0, 0.0, 0.0], [0.0, 0.0, 0.0], [0.0, 0.0, 0.0], [0.0, 0.0, 0.0], [0.0, 0.0, 0.0], [0.0, 0.0, 0.0], [0.0, 0.0, 0.0], [0.0, 0.0, 0.0], [0.0, 0.0, 0.0], [0.0, 0.0, 0.0], [0.0, 0.0, 0.0], [0.0, 0.0, 0.0], [0.0, 0.0, 0.0], [0.0, 0.0, 0.0], [0.0, 0.0, 0.0], [0.0, 0.0, 0.0], [0.0, 0.0, 0.0], [0.0, 0.0, 0.0], [0.1, 0.0, 0.2], [0.0, 0.0, 0.0], [0.0, 0.0, 0.0], [0.0, 0.0, 0.0], [0.0, 0.0, 0.0], [0.0, 0.0, 0.0], [0.0, 0.0, 0.0], [0.0, 0.0, 0.0], [0.0, 0.0, 0.0], [0.0, 0.0, 0.0], [0.0, 0.0, 0.0], [0.0, 0.0, 0.0], [0.0, 0.0, 0.0], [0.0, 0.0, 0.0], [0.0, 0.0, 0.0], [0.0, 0.0, 0.0], [0.0, 0.0, 0.0], [0.1, 0.0, 0.0], [0.0, 0.0, 0.0], [-0.1, 0.0, 0.0], [0.0, 0.0, 0.0], [0.0, 0.0, 0.0], [0.0, 0.0, 0.0], [0.0, 0.0, 0.0], [0.0, 0.0, 0.0], [0.0, 0.0, 0.0], [0.0, 0.0, 0.0], [0.0, 0.0, 0.0], [0.0, 0.0, 0.0], [0.0, 0.0, 0.0], [0.0, 0.0, 0.0], [0.0, 0.0, 0.0], [0.0, 0.0, 0.0], [0.0, 0.0, 0.0], [0.0, 0.0, 0.0], [0.0, 0.0, 0.0], [0.0, 0.0, -0.1], [0.0, 0.0, 0.0], [0.0, 0.0, 0.0], [0.0, 0.0, 0.0], [0.0, 0.0, 0.0], [0.0, 0.0, 0.0], [0.0, 0.0, 0.0], [0.0, 0.0, 0.0], [0.0, 0.0, 0.0], [0.0, 0.0, 0.0], [0.0, 0.0, 0.0], [0.0, 0.0, 0.0], [0.0, 0.0, 0.0], [0.0, 0.0, 0.0], [0.0, 0.0, 0.0], [0.0, 0.0, 0.0], [0.0, 0.0, 0.0], [0.0, 0.0, 0.0], [0.0, 0.0, 0.0], [0.0, 0.0, 0.2], [0.0, 0.0, 0.0], [0.0, 0.0, 0.0], [0.0, 0.0, 0.0], [0.0, 0.0, 0.0], [0.0, 0.0, 0.0], [0.0, 0.0, 0.0], [0.0, 0.0, 0.0], [0.0, 0.0, 0.0], [0.0, 0.0, 0.0], [0.0, 0.0, 0.0], [0.0, 0.0, 0.0]]}

Entry 4:
{"formula": "C4H15N2O2", "method": "ωB97M-V/def2-TZVPD", "e_above_lowest_kcal_mol": 37.1, "multiplicity": 1, "charge": 1, "symbols": ["H", "O", "O", "H", "H", "H", "H", "C", "H", "H", "N", "H", "C", "C", "C", "H", "H", "H", "H", "N", "H", "H", "H"], "coordinates": [[1.20864, -1.06935, 1.00183], [-1.62428, -0.83826, 2.58260], [0.74916, -2.52635, -1.53599], [-0.48167, 2.64424, 0.36362], [-1.74035, -0.13682, -2.74808], [-2.55200, -1.00872, 2.74096], [-0.49295, -1.02348, 1.29370], [-0.33724, 0.43620, -1.35058], [0.96439, 3.53037, -0.04776], [1.50335, 0.91153, 1.41465], [0.27607, -0.99147, 0.59770], [-1.49219, -1.34225, -1.65620], [1.24065, 1.32565, 0.43921], [0.30552, 0.33404, -0.19220], [0.59390, 2.73010, 0.56681], [0.65941, 3.08051, 1.61332], [-0.11873, 1.31616, -1.96050], [1.95317, 1.51060, -0.38040], [1.21835, -2.22348, -2.31683], [-1.29233, -0.38806, -1.88538], [-1.03645, -1.17648, 3.27756], [0.21457, -1.75027, -0.12211], [0.28099, -3.34440, -1.69593]], "forces_ev_per_angstrom": [[-0.3, -0.2, 0.3], [1.1, 0.2, -0.4], [0.0, 0.0, 0.6], [0.2, 0.1, 0.0], [0.2, 0.3, 0.0], [-0.1, -0.3, 0.5], [0.1, 0.0, 0.0], [-0.4, -0.1, -0.1], [0.5, 0.0, -0.4], [0.9, 0.4, -0.4], [-0.3, 0.9, -1.7], [0.4, 0.0, 0.5], [-1.0, 1.1, -2.0], [0.2, -1.4, 1.0], [-1.3, -0.2, 1.8], [0.1, 0.0, -0.5], [-0.3, -0.1, 0.4], [1.1, -0.6, 1.2], [-0.1, -0.2, -0.2], [-0.4, 0.1, -0.7], [-1.0, 0.0, 0.2], [0.1, 0.4, 0.5], [0.2, -0.4, -0.6]]}

Number 1: E_LUMO 2.66 eV, orbital gap 9.1 eV. Number 2: E_LUMO -1.69 eV, orbital gap 6.9 eV. Number 3: E_LUMO -2.86 eV, orbital gap 7.4 eV. Number 4: E_LUMO -2.97 eV, orbital gap 8.9 eV.